one) C2H6N2 in the gas phase. Source: the OMol25 dataset; level of theory: ωB97M-V/def2-TZVPD.

## Properties
HOMO-LUMO gap = 0.365 hartree
SMILES string = [H]/N=C\NC
HOMO energy = -8.93 eV

The geometry in ORCA input format:
```
! RIJCOSX wB97M-V def2-TZVPD def2/J DEFGRID3
* xyz 0 1
H 1.58983 1.04983 1.62743
N 1.92401 0.07402 1.33699
C 1.06746 -0.26584 0.41808
N -0.02111 0.43589 -0.08183
C -1.16373 -0.23374 -0.72639
H 1.12720 -1.31909 -0.07390
H -0.16244 1.47029 -0.07971
H -0.93026 -0.43163 -1.78928
H -2.04647 0.37785 -0.38577
H -1.38450 -1.15758 -0.24563
*
```

=====

two) C2H6N2 in the gas phase. Source: the OMol25 dataset; level of theory: ωB97M-V/def2-TZVPD.

## Properties
HOMO-LUMO gap = 0.376 hartree
SMILES string = [H]/N=C(\C)N
HOMO energy = -9.40 eV

The geometry in ORCA input format:
```
! RIJCOSX wB97M-V def2-TZVPD def2/J DEFGRID3
* xyz 0 1
H 0.17091 -1.12472 1.19586
N -0.66849 -1.13056 0.50029
C 0.06135 -0.15424 0.01528
C 0.46122 1.05121 0.88353
N 0.14657 0.04175 -1.41552
H 1.57130 1.12750 0.92335
H 0.04339 1.97613 0.48676
H 0.06011 0.77452 1.85223
H 0.01919 -0.86745 -1.86560
H -0.76454 0.46383 -1.61669
*
```

=====

Q: Which of them is the most stable? A: one).

=====

one) C2H6N2 in the gas phase. Source: the OMol25 dataset; level of theory: ωB97M-V/def2-TZVPD.

## Properties
HOMO-LUMO gap = 0.371 hartree
SMILES string = C/N=C\N
HOMO energy = -9.02 eV

The geometry in ORCA input format:
```
! RIJCOSX wB97M-V def2-TZVPD def2/J DEFGRID3
* xyz 0 1
C 0.93815 -1.00117 -0.36142
N 0.14957 -0.05645 -1.12381
C -0.69323 0.75570 -0.57197
N -0.92142 0.85903 0.82481
H 0.86952 -0.93546 0.81452
H 1.99402 -0.87685 -0.53745
H 0.65227 -2.07078 -0.55858
H -1.26627 1.57199 -1.15959
H -0.35677 0.21695 1.36631
H -1.36584 1.53705 1.30717
*
```

=====

two) A 2-piece molecular cluster, C2H6N2 overall. Source: the OMol25 dataset; level of theory: ωB97M-V/def2-TZVPD.

## Properties
HOMO-LUMO gap = 0.396 hartree
SMILES string = C=N.C=N
HOMO energy = -9.49 eV

The geometry in ORCA input format:
```
! RIJCOSX wB97M-V def2-TZVPD def2/J DEFGRID3
* xyz 0 1
C -0.94489 3.34058 -3.69389
N -0.95839 4.61392 -3.61921
H -1.18850 2.69035 -4.54980
H -0.60363 2.67834 -2.82616
H -0.87220 5.19976 -2.77133
C 0.58768 -3.97279 3.62220
N 1.14380 -2.83519 3.54556
H -0.48957 -4.04726 3.59277
H 1.23468 -4.93018 3.49046
H 2.09102 -2.73752 3.20942
*
```

=====

three) C2H6N2 in the gas phase. Source: the OMol25 dataset; level of theory: ωB97M-V/def2-TZVPD.

## Properties
HOMO-LUMO gap = 0.365 hartree
SMILES string = [H]/N=C\NC
HOMO energy = -8.87 eV

The geometry in ORCA input format:
```
! RIJCOSX wB97M-V def2-TZVPD def2/J DEFGRID3
* xyz 0 1
H -1.04169 1.55136 -1.76061
N -0.86909 1.91042 -0.81919
C -0.16319 1.10777 -0.13081
N 0.13632 -0.21293 -0.37357
C 0.34744 -1.15064 0.70982
H 0.45723 1.52799 0.66493
H -0.00500 -0.54794 -1.31253
H -0.20027 -2.07205 0.51578
H -0.05190 -0.68948 1.61192
H 1.39014 -1.42451 0.89425
*
```

=====

four) C2H6N2 in the gas phase. Source: the OMol25 dataset; level of theory: ωB97M-V/def2-TZVPD.

## Properties
HOMO-LUMO gap = 0.367 hartree
SMILES string = C/N=C\N
HOMO energy = -9.03 eV

The geometry in ORCA input format:
```
! RIJCOSX wB97M-V def2-TZVPD def2/J DEFGRID3
* xyz 0 1
C -1.10403 -0.82139 -0.05234
N 0.30195 -1.04987 -0.01159
C 1.06795 -0.01230 -0.02821
N 0.75255 1.28748 -0.00572
H -1.53773 -1.87005 0.19394
H -1.56322 -0.37235 -0.87231
H -1.35010 -0.28877 0.83890
H 2.10461 -0.33724 0.34360
H -0.20336 1.56994 -0.07719
H 1.53138 1.89455 -0.32907
*
```

=====

Q: Which of them is the most stable? A: three).

=====

one) A 6-piece molecular cluster, H10IO5 overall. Source: the OMol25 dataset; level of theory: ωB97M-V/def2-TZVPD.

## Properties
HOMO-LUMO gap = 0.298 hartree
HOMO energy = -4.83 eV

The geometry in ORCA input format:
```
! RIJCOSX wB97M-V def2-TZVPD def2/J DEFGRID3
* xyz -1 1
I -0.80070 -0.36605 0.32308
O -0.77301 -1.38642 -3.19802
H -1.41685 -0.96703 -3.77741
H -0.87311 -0.92085 -2.34299
O 0.40361 3.02381 -0.45658
H 0.16989 2.08236 -0.32850
H -0.01660 3.25801 -1.28942
O 1.54045 1.13943 2.95092
H 0.99707 1.24259 2.14859
H 0.96507 1.43966 3.66198
O 2.85486 -0.06867 0.15106
H 3.39301 0.30822 -0.55337
H 2.05362 -0.38737 -0.29680
O -3.00137 -3.15800 0.93829
H -2.48979 -2.60321 0.32290
H -3.00616 -2.63649 1.74626
*
```

=====

two) A 6-piece molecular cluster, H10IO5 overall. Source: the OMol25 dataset; level of theory: ωB97M-V/def2-TZVPD.

## Properties
HOMO-LUMO gap = 0.304 hartree
HOMO energy = -5.09 eV

The geometry in ORCA input format:
```
! RIJCOSX wB97M-V def2-TZVPD def2/J DEFGRID3
* xyz -1 1
I -0.01741 -0.29988 0.12087
O -1.54287 1.38170 2.81888
H -1.33514 0.97379 1.97823
H -0.96325 0.94859 3.44553
O -1.42241 0.04473 -3.35000
H -1.26491 -0.26213 -2.45710
H -0.78444 0.74664 -3.47858
O 1.46048 2.78941 -1.46552
H 0.81097 2.09489 -1.35594
H 1.31820 3.37105 -0.71874
O 3.36119 -1.87639 -0.73886
H 3.40379 -1.85913 -1.69495
H 2.62274 -1.30756 -0.52123
O -2.21845 -2.41787 2.36813
H -1.65276 -1.86023 1.83403
H -1.77566 -2.46757 3.21530
*
```

=====

three) H10IO5 as an isolated structure. Source: the OMol25 dataset; level of theory: ωB97M-V/def2-TZVPD.

## Properties
HOMO-LUMO gap = 0.305 hartree
HOMO energy = -4.94 eV

The geometry in ORCA input format:
```
! RIJCOSX wB97M-V def2-TZVPD def2/J DEFGRID3
* xyz -1 1
I -0.23550 -0.10137 -0.12306
O 3.34050 0.00163 0.19694
H 2.42850 -0.26737 0.25994
H 3.71250 -0.23437 0.99894
O 1.31750 2.20962 2.53894
H 1.90250 2.72562 2.01394
H 1.00250 1.32962 2.08294
O -2.99450 -0.94737 -1.54606
H -2.79550 -1.84638 -1.55906
H -2.33050 -0.57238 -1.10606
O 1.28550 -2.79338 -0.51406
H 1.08950 -1.85438 -0.50806
H 1.92450 -2.86938 -1.18206
O -3.30050 2.05562 -0.33006
H -3.92250 1.33162 -0.66306
H -2.42450 1.83263 -0.56006
*
```

=====

four) A 6-piece molecular cluster, H10IO5 overall. Source: the OMol25 dataset; level of theory: ωB97M-V/def2-TZVPD.

## Properties
HOMO-LUMO gap = 0.276 hartree
HOMO energy = -4.16 eV

The geometry in ORCA input format:
```
! RIJCOSX wB97M-V def2-TZVPD def2/J DEFGRID3
* xyz -1 1
I 0.48732 -1.31037 0.79924
O 0.93490 -1.85079 -2.40616
H 1.48636 -2.14139 -1.68129
H 0.87452 -0.89151 -2.42226
O 1.34668 2.10418 1.90994
H 0.99257 1.78431 0.98871
H 2.13157 2.63136 1.66935
O -3.80722 -0.14052 1.66929
H -4.12276 -0.07421 0.70534
H -3.81266 -1.07501 1.73710
O 3.56738 0.41740 0.30028
H 2.84709 0.35349 0.98705
H 3.10828 0.32361 -0.62519
O -2.21775 -0.22963 -1.44688
H -1.70586 -0.62314 -0.75564
H -2.11042 0.72222 -1.42888
*
```

=====

Q: Which of them is the most stable? A: two).